1.
10
Properties=species:S:1:pos:R:3:forces:R:3 method="wB97M-V/def2-TZVPD" e_lumo_ev=0.097 e_homo_ha=-0.3313 smiles="[H]/N=C/[C@@H](I)/N=N/[H]" de_lowest_kcal_mol=26.00 multiplicity=1 homo_lumo_gap_ev=9.11
H 2.0235 -2.0947 0.1991 1.821 -1.122 1.366
N 1.4027 -1.5599 -0.3176 -0.236 -0.698 -2.070
C 0.5495 -0.9835 0.3134 -3.859 4.548 0.029
C -0.5957 0.0060 -0.6350 0.007 -3.891 0.833
I -2.5924 -0.2387 0.1755 0.141 -0.177 -0.061
N -0.0188 1.2029 -0.4659 1.353 2.601 0.988
N -0.5984 1.9954 0.2886 0.219 -0.230 1.206
H 0.0706 2.6685 0.7105 -0.129 0.243 -1.275
H 0.3642 -0.5897 1.3561 0.436 -1.262 -0.558
H -0.6052 -0.4062 -1.6246 0.246 -0.013 -0.458

---

2.
9
Properties=species:S:1:pos:R:3:forces:R:3 method="wB97M-V/def2-TZVPD" e_lumo_ev=0.528 e_homo_ha=-0.3509 smiles=COC#N.I de_lowest_kcal_mol=34.19 multiplicity=1 homo_lumo_gap_ev=10.08
C 1.5270 -0.4546 -0.3393 -1.981 -2.967 -0.292
O 1.0031 0.1490 0.8427 2.369 -1.264 1.257
C 0.0328 0.9212 0.7400 -2.607 1.417 -0.049
N -0.9287 1.5718 0.7440 0.925 -0.070 -0.181
H 2.2790 -1.2427 -0.1410 0.780 1.818 0.309
H 1.5470 0.2983 -1.0877 1.080 0.278 -0.813
H 0.7903 -1.2339 -0.6486 -0.363 0.939 -0.221
I -3.5375 -0.5692 0.3295 -0.243 -0.278 0.006
H -2.7130 0.5601 -0.4395 0.041 0.126 -0.017

---

3.
10
Properties=species:S:1:pos:R:3:forces:R:3 method="wB97M-V/def2-TZVPD" e_lumo_ev="-1.950 / -2.182" e_homo_ha="-0.3595 / -0.3581" de_lowest_kcal_mol=96.74 multiplicity=1 homo_lumo_gap_ev="7.83 / 7.56"
C -0.3228 0.8158 -1.4035 1.919 -0.262 1.741
C 0.5175 0.6050 -0.1209 0.779 -3.678 -2.041
N -1.5678 0.2803 -1.3366 -1.031 -2.288 2.996
O 0.0584 1.5271 -2.3044 -0.736 -0.290 -0.266
O -1.8527 -1.1453 -0.0369 1.411 3.302 -1.811
I -2.7819 -0.0574 -2.7937 -0.847 -0.161 -1.369
H 0.0732 -0.1738 0.5642 0.428 1.414 -0.560
H 1.5318 0.1452 -0.5036 -1.819 1.118 0.769
H 0.6668 1.5740 0.2278 0.413 1.424 1.152
H -2.3720 -1.6509 -0.6528 -0.518 -0.581 -0.611

---

4.
7
Properties=species:S:1:pos:R:3:forces:R:3 method="wB97M-V/def2-TZVPD" e_lumo_ev="1.444 / 1.396" e_homo_ha="-0.0063 / -0.0059" total_charge=-1 multiplicity=1 homo_lumo_gap_ev="1.62 / 1.55"
C 0.4889 -0.1840 0.0065 -0.788 -1.482 -0.024
C -0.8306 -0.1984 0.3486 0.545 -0.268 -0.002
H 2.1316 2.0587 -0.0999 0.202 0.197 -0.107
H 1.3224 -0.2819 0.7270 -0.489 0.532 -0.368
H -0.9368 -0.1812 1.4557 -0.137 0.143 -0.310
K -2.9880 -0.8368 -1.4072 0.726 0.309 0.414
H 0.8124 -0.3763 -1.0306 -0.061 0.570 0.398

---

5.
9
Properties=species:S:1:pos:R:3:forces:R:3 method="wB97M-V/def2-TZVPD" e_lumo_ev=-1.503 e_homo_ha=-0.2068 de_lowest_kcal_mol=22.89 multiplicity=1 homo_lumo_gap_ev=4.12
O -0.3347 -1.1047 -0.5868 -0.154 -2.017 -0.738
Li -0.8373 -2.7903 -0.5720 0.079 0.663 0.001
C -0.2986 -0.4068 0.5580 1.180 3.144 0.563
C -0.3561 0.9669 0.5252 -1.330 -1.892 0.345
H 0.2512 -0.8355 1.4171 -0.765 -0.249 -0.101
H -0.6136 1.4642 -0.4178 0.026 -0.121 0.755
H -0.3631 1.5150 1.4690 0.377 -0.007 -0.418
H 1.4801 1.4503 -0.9444 0.537 -0.454 -0.730
Li 1.0720 -0.2591 -1.4484 0.050 0.933 0.323

---

6.
9
Properties=species:S:1:pos:R:3:forces:R:3 method="wB97M-V/def2-TZVPD" e_lumo_ev="-9.464 / -10.627" s_squared=0.75 e_homo_ha="-0.6260 / -0.6774" total_charge=+2 multiplicity=2 homo_lumo_gap_ev="7.57 / 7.80"
O -0.6064 -0.4376 -0.7618 -0.913 -0.081 1.619
H -1.2592 -0.8480 -1.3386 -0.188 -0.153 -0.419
O 1.1952 0.6427 0.6731 -1.237 -0.244 1.343
Lu -0.8154 -0.1090 1.5181 0.664 0.112 -0.955
H 1.8983 1.0612 1.1804 0.437 0.226 0.070
C 1.4614 0.5596 -0.6778 -0.300 -0.018 -1.679
C 0.5099 0.0193 -1.4294 1.979 -0.007 -0.291
H 2.3859 0.9915 -1.0485 -0.127 -0.220 0.145
H 0.6545 -0.2795 -2.4657 -0.313 0.386 0.168

---

7.
7
Properties=species:S:1:pos:R:3:forces:R:3 method="wB97M-V/def2-TZVPD" e_lumo_ev="-9.208 / -7.622" e_homo_ha="-0.5426 / -0.6190" total_charge=+1 de_lowest_kcal_mol=166.91 multiplicity=1 homo_lumo_gap_ev="5.56 / 9.22"
C 1.5981 0.0048 -0.0081 1.522 -2.802 2.023
C -1.7748 -0.0915 0.0007 -2.292 0.770 0.136
N 0.8998 0.9686 -0.0202 -1.922 0.816 -0.221
H 1.7405 -0.8733 0.7469 -1.019 1.167 -0.862
H 2.4348 -0.0892 -0.6690 0.965 0.440 -1.098
H -2.6469 -0.8816 0.0016 1.794 0.958 0.000
H -2.2516 0.9622 -0.0518 0.953 -1.349 0.022

---

8.
8
Properties=species:S:1:pos:R:3:forces:R:3 method="wB97M-V/def2-TZVPD" e_lumo_ev=1.048 e_homo_ha=-0.3626 smiles="C=NN=C" de_lowest_kcal_mol=46.97 multiplicity=1 homo_lumo_gap_ev=10.92
C -0.7331 0.7973 -1.0666 0.021 0.464 0.626
N -0.3700 0.9059 0.1502 -0.031 -0.131 -0.765
N 0.8138 0.2597 0.4546 -0.321 -0.703 0.568
C 0.6993 -0.8641 1.0497 0.083 0.615 -0.384
H -1.6072 1.3543 -1.4068 0.145 -0.244 0.194
H -0.1499 0.2214 -1.7738 0.035 -0.120 -0.225
H -0.2826 -1.3116 1.2678 0.404 0.106 0.001
H 1.6297 -1.3628 1.3248 -0.337 0.014 -0.016

---

Calculated DFT total energy in order - -14706.353, -13774.939, -15820.093, -18457.699, -4594.044, -39833.851, -3612.288, -5116.923 eV